Model P:
15
Properties=species:S:1:pos:R:3 method="wB97M-V/def2-TZVPD" total_charge=+1 homo_energy_ev="-15.4432 / -15.4429" gap_ev="10.4 / 10.4" smiles="CN[N+](=O)NOC"
C -2.662 -0.243 0.096
N -1.459 0.554 0.125
N -0.282 0.000 0.259
O -0.137 -1.180 0.384
N 0.784 0.809 0.140
O 1.983 0.314 0.583
C 2.726 -0.433 -0.386
H -3.247 0.004 -0.790
H -2.391 -1.297 0.072
H -3.264 -0.050 0.984
H -1.546 1.560 0.043
H 0.689 1.812 0.281
H 3.658 -0.652 0.130
H 2.926 0.168 -1.274
H 2.223 -1.365 -0.646

=====

Model Q:
15
Properties=species:S:1:pos:R:3 method="wB97M-V/def2-TZVPD" total_charge=+1 homo_energy_ev=-15.2116 gap_ev=8.9
C 1.213 1.262 -0.064
C 1.571 -1.090 0.187
N -1.711 0.699 -0.076
N 0.992 -0.036 -0.495
N -1.036 -0.292 -0.088
O -3.066 0.567 -0.043
O -1.387 -1.559 -0.097
H 2.104 1.584 -0.636
H 0.411 1.921 -0.407
H 1.421 1.392 1.007
H 2.483 -1.323 -0.387
H 1.841 -0.903 1.231
H 0.971 -1.998 0.064
H -3.447 1.459 -0.042
H -2.358 -1.684 -0.153

=====

Model R:
15
Properties=species:S:1:pos:R:3 method="wB97M-V/def2-TZVPD" total_charge=+1 homo_energy_ev=-13.2087 gap_ev=9.4
C -1.378 -0.721 0.331
C 1.324 1.278 -0.329
N -2.318 -1.621 0.211
N -0.412 -0.428 -0.495
N 2.275 0.807 -1.046
O -1.625 0.091 1.369
O 1.276 1.104 0.981
H 0.388 1.722 -0.735
H -2.074 -2.465 -0.165
H -3.015 -1.688 0.923
H -0.534 -1.069 -1.292
H 3.200 0.604 -0.648
H -1.102 0.831 1.636
H 1.974 0.935 -2.007
H 2.021 0.620 1.267

=====

Model S:
15
Properties=species:S:1:pos:R:3 method="wB97M-V/def2-TZVPD" total_charge=+1 homo_energy_ev=-15.1506 gap_ev=12.0 smiles="N/C(O)=[NH+]/[C@H](N)O"
N -1.958 1.722 0.310
C -0.887 0.935 0.407
O -0.273 1.030 1.551
N -0.457 0.105 -0.537
C 0.481 -1.049 -0.447
N 1.538 -0.927 0.536
O 0.994 -1.242 -1.731
H -2.618 1.756 -0.507
H -2.219 2.498 0.995
H 0.540 0.443 1.340
H -0.984 -0.158 -1.417
H -0.060 -2.017 -0.226
H 2.544 -0.758 0.224
H 1.548 -1.646 1.234
H 1.810 -0.693 -1.731

=====

model S is the most stable structure shown above.